DFT (ωB97M-V with the def2-TZVPD basis set) results for a molecular structure, C14H10CaClF3N4O12S2.

- electronic energy (eV) = -105992.653
- orbital gap (eV) = 5.17
- HOMO (eV) = -1.1

Geometry as ORCA input:
```
! RIJCOSX wB97M-V def2-TZVPD def2/J DEFGRID3
* xyz -2 1
H 3.31 0.61 -0.77
H 3.15 4.77 0.26
H 4.45 2.83 -0.63
C 2.35 -2.47 -0.84
C 1.41 3.58 0.62
N -0.86 0.79 1.06
Cl 0.32 0.17 -3.70
H -0.97 3.75 2.17
N -3.97 -0.83 1.56
S -2.45 0.57 -2.09
C 3.43 2.71 -0.30
C -3.99 1.56 -1.42
C 2.15 -2.05 0.51
C -2.59 -0.82 1.60
F -4.01 1.91 -0.08
O -2.57 -0.60 -1.25
H -1.51 3.84 0.48
N -2.10 0.46 1.49
F -4.19 2.71 -2.09
C 3.14 -2.67 1.39
O 1.21 -1.25 0.80
O -0.61 -0.71 -3.02
F -5.11 0.81 -1.59
C -1.41 3.19 1.35
O -0.36 1.24 -4.36
H -2.40 2.88 1.65
C 2.71 3.79 0.20
O 3.38 -2.44 2.57
H 0.83 4.41 1.02
H -4.38 -0.22 0.87
O 1.20 0.73 -2.70
N 1.54 1.29 0.00
O 4.59 -4.57 0.92
C 2.79 1.48 -0.38
O 4.03 -3.88 -1.89
O -2.95 0.52 -3.43
Ca 0.19 -0.44 -1.01
S -1.72 -2.15 1.96
C -0.52 2.02 0.99
O 1.62 -2.02 -1.77
C 3.48 -3.41 -0.90
H -4.31 -1.78 1.48
H -2.81 1.18 1.43
O 1.06 -0.58 -4.65
O -1.39 1.48 -1.69
C 3.85 -3.68 0.53
C 0.85 2.31 0.52
*
```

Need the Mulliken charges? In units of e they are: H 0.472; H 0.391; H 0.391; C 0.700; C -0.907; N 0.503; Cl 2.085; H 0.432; N -0.545; S 1.049; C -0.845; C 0.349; C 0.483; C 0.126; F -0.253; O -0.610; H 0.362; N -0.537; F -0.253; C -0.059; O -0.710; O -0.722; F -0.259; C -1.903; O -0.660; H 0.447; C -0.467; O -0.743; H 0.332; H 0.249; O -0.701; N 0.383; O -0.699; C -0.238; O -0.733; O -0.553; Ca 1.731; S -0.352; C 0.759; O -0.801; C -0.013; H 0.306; H 0.088; O -0.755; O -0.485; C 0.529; C 0.635



DFT (ωB97M-V with the def2-TZVPD basis set) results for a molecular structure, C8H10FeO8P.

- electronic energy (eV) = -68491.250
- orbital gap (spin up / spin down) (eV) = 7.87 / 5.87
- HOMO (spin up / spin down) (eV) = -15.4 / -17.7

Geometry as ORCA input:
```
! RIJCOSX wB97M-V def2-TZVPD def2/J DEFGRID3
* xyz 2 6
H 2.44 1.32 1.08
C -1.53 -4.91 -1.26
C 3.79 -1.76 0.09
C 2.22 1.35 0.01
H 0.48 4.52 0.78
C -2.60 -1.89 -1.06
O 0.17 -0.90 -2.80
O 0.94 0.79 -0.26
O -0.41 -2.11 2.16
H 0.55 -2.80 -0.80
C -0.68 -2.35 1.04
O 4.64 -1.05 0.35
P -0.24 1.60 -1.09
H 3.00 0.81 -0.54
O -0.08 3.13 -0.54
C -0.22 -1.60 -1.97
O -3.68 -1.58 -1.30
H 2.25 2.39 -0.34
H -1.91 1.61 1.66
Fe -0.95 -3.11 -0.75
H -2.10 -0.11 1.24
H -1.10 3.80 1.15
O -1.55 1.07 -0.29
O -1.76 -6.03 -1.39
H 0.41 2.90 1.51
C -1.50 0.78 1.09
C -0.08 3.58 0.81
H -0.49 0.57 1.43
*
```

Need the Mulliken charges? In units of e they are: H 0.318; C 0.469; C 0.181; C -0.690; H 0.269; C 0.338; O -0.216; O -0.053; O -0.212; H 0.239; C 0.589; O -0.157; P 0.750; H 0.265; O -0.333; C 0.368; O -0.138; H 0.380; H 0.266; Fe -0.351; H 0.301; H 0.303; O -0.248; O -0.090; H 0.336; C -0.696; C -0.585; H 0.395



DFT (ωB97M-V with the def2-TZVPD basis set) results for a molecular structure, C24H43ClP2Re.

- electronic energy (eV) = -58790.657
- orbital gap (spin up / spin down) (eV) = 4.38 / 2.67
- HOMO (spin up / spin down) (eV) = -11.9 / -12.3

Geometry as ORCA input:
```
! RIJCOSX wB97M-V def2-TZVPD def2/J DEFGRID3
* xyz 2 4
C 2.42 1.06 1.92
H 2.78 1.80 -4.36
C 1.63 0.28 4.24
H -0.70 0.76 -4.00
C 3.08 -1.38 -3.29
H 2.76 -2.22 -3.93
H -1.84 2.01 2.59
H -4.63 -2.91 3.31
C -1.93 -1.93 -0.39
H 0.02 3.95 1.12
H 2.02 3.11 -0.82
H -2.10 1.33 -0.63
C 1.41 0.86 2.89
C -2.04 0.17 -2.42
H -5.19 -0.54 1.82
H 2.12 0.64 -5.54
C -4.46 0.01 2.42
H -3.01 -1.85 -0.60
Re 0.44 0.07 -0.21
H -0.81 2.36 3.99
H -0.99 -3.63 -1.28
H 0.71 -1.56 -0.99
C 0.18 1.35 2.39
C -0.32 3.09 0.53
C 2.65 2.45 -0.21
C 1.59 0.46 -1.64
H 1.02 1.73 -4.64
C -1.19 -2.58 -1.55
H -1.40 3.00 0.65
C -3.83 -2.64 2.60
H -3.98 0.80 1.82
C 0.98 -1.58 1.06
H -4.96 0.48 3.29
C -1.39 -0.56 0.00
H 0.91 -1.36 2.12
Cl 2.68 -1.94 0.68
H -1.82 -2.64 -2.44
C -1.42 0.56 -1.03
H 3.40 3.06 0.31
H -1.37 0.70 3.71
H 2.05 1.03 4.93
C -1.02 1.61 3.20
H -0.52 1.23 -1.26
H 0.37 -1.68 -3.99
H -3.02 -3.39 2.66
H 4.37 0.64 1.16
H 0.86 -2.75 -2.11
H 3.15 1.75 -0.91
P 1.86 -0.09 -3.29
C 1.84 1.66 0.76
H 0.43 -2.49 0.84
H -0.10 3.31 -0.52
H -1.57 -0.71 -4.30
C 0.20 -1.02 -3.12
H 4.33 1.75 2.54
H -2.77 -0.63 -2.30
C 3.87 0.85 2.11
H 4.07 0.02 2.81
H -2.60 1.05 -2.77
P -3.13 -1.03 3.11
H 4.02 -0.97 -3.70
H 3.26 -1.74 -2.27
C -1.03 -0.17 -3.51
H 0.69 -0.08 4.69
H -1.81 -0.27 0.97
H -4.21 -2.60 1.56
C 0.15 -1.91 -1.89
C 0.40 1.85 1.01
H 2.34 -0.56 4.20
H -1.86 -2.57 0.50
C 1.94 1.13 -4.57
*
```

Need the Mulliken charges? In units of e they are: C -0.503; H 0.393; C -1.900; H 0.054; C -1.303; H 0.460; H 0.173; H 0.418; C -0.730; H 0.377; H 0.299; H 0.447; C 0.246; C -1.351; H 0.358; H 0.425; C -0.844; H 0.506; Re -0.942; H 0.392; H 0.440; H 0.324; C 0.920; C -1.641; C -1.312; C -0.315; H 0.416; C -1.268; H 0.415; C -1.019; H 0.186; C -1.012; H 0.450; C 1.837; H 0.295; Cl -0.139; H 0.345; C 0.676; H 0.435; H 0.119; H 0.384; C -1.899; H -0.184; H 0.981; H 0.371; H 0.357; H 0.593; H 0.504; P 0.869; C 0.835; H 0.966; H 0.433; H 0.389; C -0.486; H 0.375; H 0.227; C -1.770; H 0.399; H 0.629; P 0.434; H 0.440; H 0.282; C -0.555; H 0.368; H -1.063; H 0.323; C -1.294; C 2.333; H 0.451; H 0.324; C -1.143



DFT (ωB97M-V with the def2-TZVPD basis set) results for a molecular structure, C31H38MnN4.

- electronic energy (eV) = -70041.372
- orbital gap (spin up / spin down) (eV) = 4.73 / 3.97
- HOMO (spin up / spin down) (eV) = -1.9 / -1.2

Geometry as ORCA input:
```
! RIJCOSX wB97M-V def2-TZVPD def2/J DEFGRID3
* xyz -1 5
C -4.36 3.59 -2.65
C 3.12 1.57 1.15
H 3.00 1.62 -4.62
C -2.67 -0.03 1.45
C 2.89 1.25 -3.57
C 5.97 -0.96 1.39
H -0.52 -0.81 3.93
H 0.54 -3.76 -0.89
H -4.87 4.43 -3.10
C 4.10 0.49 0.80
H 3.29 1.90 2.17
H -3.83 -0.83 -2.28
H 1.83 -2.62 -1.39
C -0.13 -0.65 1.80
H 6.58 -2.41 -0.03
H 4.86 -1.67 -2.90
H -3.15 -2.12 -0.33
H 3.66 -2.63 -1.96
C -3.38 3.53 1.28
H -3.97 4.44 1.41
H -2.57 0.65 2.30
H 7.30 -2.36 2.24
H -0.41 0.85 3.29
C 7.07 -1.31 2.33
N -0.35 1.97 0.28
H 6.78 -1.07 3.35
N 1.77 1.37 -2.75
C -5.09 2.50 -2.10
H -3.47 -0.74 1.73
H -2.00 -2.51 -1.71
H 7.96 -0.75 2.07
H 2.80 -2.25 0.77
C -1.89 3.89 1.12
Mn 0.78 0.33 -0.04
C -2.96 3.48 -2.63
N -4.52 1.38 -1.67
H 2.58 -1.31 2.27
C 2.09 -2.00 1.57
C 4.90 -1.27 -0.77
H 1.83 -2.93 2.11
C -1.04 2.81 0.70
C 2.02 0.86 -1.55
H -3.09 0.56 0.61
H -3.77 3.01 0.40
H 1.07 -0.14 3.49
H -3.57 2.90 2.16
C 0.01 -0.17 3.20
C -2.37 2.25 -2.24
H -1.77 4.70 0.38
C -1.37 -0.68 1.09
C -1.19 -1.48 -0.06
H 3.22 2.43 0.48
H 4.88 0.35 -3.17
H -2.38 4.32 -3.00
H -1.30 2.08 -2.19
C 4.11 -0.10 -0.48
H -6.20 2.57 -2.08
H -1.48 4.25 2.08
C 5.87 -1.62 0.17
N 3.40 0.49 -1.55
C 0.19 -1.78 -0.22
C -2.30 -1.77 -0.95
C 0.86 -1.39 1.03
C 0.74 -2.72 -1.24
H 2.05 1.23 1.12
H -2.02 -0.48 -2.59
C 5.07 0.05 1.72
H 5.38 -3.03 -1.91
C -2.86 -0.34 -1.91
C 3.90 0.66 -2.85
C 4.67 -2.18 -1.95
C -3.19 1.13 -1.89
H 5.12 0.55 2.69
H 0.27 -2.61 -2.24
*
```

Need the Mulliken charges? In units of e they are: C -0.329; C -1.325; H 0.325; C -1.530; C -1.347; C 0.970; H 0.313; H 0.272; H 0.406; C 1.302; H 0.321; H 0.229; H -0.629; C 1.290; H 0.351; H 0.302; H 0.491; H 0.103; C -0.857; H 0.383; H 0.324; H 0.399; H 0.311; C -1.635; N -0.481; H 0.377; N -0.506; C -0.372; H 0.281; H 0.430; H 0.288; H 0.172; C -0.726; Mn -0.120; C -0.777; N -0.493; H 0.196; C -1.164; C 0.351; H 0.302; C 0.642; C -0.137; H 0.047; H 0.061; H 0.380; H 0.280; C -2.144; C -0.317; H 0.258; C 0.257; C 1.160; H 0.306; H 0.582; H 0.426; H 0.556; C 0.860; H 0.303; H 0.382; C -1.084; N 0.840; C 1.235; C -1.489; C -0.588; C -0.757; H 0.142; H 0.386; C -0.976; H 0.366; C -0.913; C -0.087; C -1.555; C 0.644; H 0.253; H 0.480



Maximum force per entry: 0.08181, 0.13801, 0.12343, 0.06090 hartree/bohr